A 15-piece molecular cluster, C66H171N9O30 overall in a non-equilibrium geometry. Source: the OMol25 dataset; level of theory: wB97M-V/def2-TZVPD.

Calculated values
ΔE to the lowest compared entry with this formula, charge and spin, eV: 0.464
Charge: 0
Frontier orbital gap, eV: 8.34

Each line ends with the Löwdin charge.
Atoms and positions in Å:
C -1.990 4.374 -0.011  -0.23
C -1.257 3.246 -0.779  -0.20
O -0.606 2.457 0.195  -0.09
O -1.170 5.455 0.345  -0.05
H -2.497 3.906 0.833  0.10
H -2.783 4.749 -0.659  0.11
H -0.578 3.747 -1.469  0.10
H -1.881 2.659 -1.452  0.11
H 0.322 2.698 0.171  0.02
H -0.525 5.126 0.976  0.01
C 3.394 -3.772 -2.503  -0.22
C 3.166 -3.810 -0.975  -0.21
O 4.185 -4.670 -0.472  -0.08
O 4.619 -3.140 -2.916  -0.07
H 2.531 -3.241 -2.906  0.11
H 3.391 -4.765 -2.952  0.11
H 2.173 -4.233 -0.825  0.11
H 3.221 -2.799 -0.572  0.11
H 5.001 -4.194 -0.645  0.08
H 5.046 -3.738 -3.533  0.09
C -1.290 -3.233 2.589  -0.19
C -0.576 -3.879 1.407  -0.23
O -1.129 -3.590 0.137  -0.06
O -0.925 -1.856 2.768  -0.08
H -1.128 -3.760 3.529  0.12
H -2.363 -3.415 2.527  0.11
H -0.621 -4.948 1.617  0.10
H 0.487 -3.636 1.425  0.10
H -1.162 -2.643 -0.016  0.04
H -1.549 -1.436 3.364  0.04
C -2.495 0.746 2.971  -0.25
C -3.468 1.898 2.869  -0.21
O -3.222 2.848 3.913  -0.05
O -2.765 -0.104 4.071  -0.05
H -1.497 1.172 2.860  0.12
H -2.703 0.169 2.070  0.11
H -4.505 1.575 2.962  0.11
H -3.466 2.289 1.852  0.11
H -3.204 2.412 4.768  0.07
H -2.849 0.520 4.795  0.08
C 0.419 -0.635 -0.546  -0.23
C 1.513 -0.338 0.520  -0.25
O 1.574 -1.142 1.659  -0.06
O -0.861 -0.405 -0.057  -0.06
H 0.549 -1.642 -0.942  0.11
H 0.788 -0.047 -1.387  0.10
H 1.579 0.701 0.844  0.08
H 2.457 -0.449 -0.012  0.10
H 0.715 -1.248 2.074  0.04
H -0.779 0.447 0.377  0.05
C 2.143 -0.554 -8.391  -0.21
C 2.179 0.329 -7.083  -0.25
O 1.438 1.486 -7.253  -0.07
O 3.310 -1.394 -8.453  -0.09
H 2.143 0.011 -9.323  0.12
H 1.317 -1.264 -8.436  0.12
H 3.186 0.691 -6.876  0.12
H 1.750 -0.209 -6.237  0.12
H 0.530 1.174 -7.261  0.08
H 3.989 -0.726 -8.573  0.07
C 6.245 4.624 4.254  -0.14
O 5.968 3.311 4.686  -0.21
C 7.099 2.790 5.407  -0.17
C 6.730 1.408 5.973  -0.21
N 6.881 0.465 4.903  -0.06
C 6.657 -0.908 5.308  -0.18
C 6.470 -1.828 4.079  -0.22
O 6.726 -3.195 4.373  -0.19
C 7.122 -3.951 3.217  -0.09
H 6.436 5.470 4.915  0.09
H 5.551 5.151 3.599  0.09
H 7.126 4.628 3.612  0.07
H 7.118 3.412 6.301  0.12
H 8.017 2.907 4.830  0.13
H 5.723 1.401 6.388  0.11
H 7.304 1.120 6.853  0.12
H 6.040 0.685 4.388  0.04
H 5.774 -1.003 5.940  0.11
H 7.496 -1.276 5.899  0.12
H 7.116 -1.496 3.267  0.11
H 5.497 -1.727 3.601  0.09
H 6.451 -3.814 2.369  0.07
H 7.075 -5.007 3.481  0.09
H 8.118 -3.602 2.947  0.09
C -4.227 -6.698 1.020  -0.12
O -5.464 -6.398 0.403  -0.18
C -6.047 -5.193 0.926  -0.18
C -5.387 -3.812 0.465  -0.17
N -6.254 -2.669 0.877  -0.09
C -5.687 -1.333 0.598  -0.17
C -6.727 -0.313 1.142  -0.20
O -6.805 0.868 0.320  -0.21
C -7.543 1.892 0.972  -0.09
H -4.360 -7.093 2.027  0.08
H -3.478 -5.907 0.982  0.08
H -3.834 -7.603 0.557  0.07
H -6.265 -5.307 1.988  0.12
H -7.067 -5.116 0.549  0.11
H -5.360 -3.759 -0.623  0.11
H -4.448 -3.570 0.962  0.09
H -7.074 -2.765 0.296  0.10
H -5.496 -1.201 -0.467  0.10
H -4.742 -1.237 1.132  0.11
H -6.570 -0.189 2.214  0.11
H -7.749 -0.685 1.214  0.11
H -8.539 1.628 1.329  0.09
H -7.597 2.725 0.271  0.07
H -6.914 2.132 1.828  0.08
C -5.568 9.756 0.184  -0.11
O -6.563 8.755 0.345  -0.19
C -7.658 9.040 -0.557  -0.21
C -8.373 7.732 -0.886  -0.21
N -7.408 6.851 -1.550  -0.06
C -7.875 5.499 -1.658  -0.23
C -6.866 4.570 -2.251  -0.23
O -6.080 3.861 -1.331  -0.21
C -5.447 2.664 -1.798  -0.08
H -5.018 9.583 1.109  0.09
H -5.809 10.815 0.095  0.09
H -4.996 9.487 -0.704  0.07
H -7.327 9.391 -1.535  0.11
H -8.284 9.841 -0.164  0.12
H -9.239 7.956 -1.510  0.12
H -8.789 7.239 -0.007  0.11
H -6.521 6.837 -1.066  0.11
H -8.820 5.451 -2.198  0.12
H -8.144 5.140 -0.665  0.11
H -6.138 5.133 -2.835  0.11
H -7.413 3.953 -2.964  0.12
H -4.966 2.075 -1.018  0.08
H -4.763 3.028 -2.565  0.08
H -6.219 2.071 -2.289  0.09
C -1.446 -9.820 2.053  -0.08
O -0.132 -9.545 1.436  -0.18
C -0.059 -8.071 1.268  -0.23
C 1.184 -7.711 0.556  -0.22
N 1.108 -8.145 -0.846  -0.06
C 1.976 -7.418 -1.794  -0.18
C 2.080 -7.832 -3.288  -0.20
O 0.897 -7.519 -4.030  -0.18
C -0.178 -8.426 -3.693  -0.10
H -1.291 -9.946 3.124  0.08
H -1.738 -10.796 1.666  0.08
H -2.213 -9.107 1.750  0.06
H -0.285 -7.559 2.203  0.12
H -0.794 -7.634 0.593  0.11
H 2.144 -7.976 1.000  0.12
H 1.055 -6.631 0.620  0.09
H 0.218 -8.380 -1.262  0.07
H 2.940 -7.532 -1.298  0.12
H 1.674 -6.371 -1.830  0.10
H 2.407 -8.864 -3.418  0.12
H 2.833 -7.216 -3.780  0.11
H 0.045 -9.462 -3.436  0.09
H -0.905 -8.458 -4.505  0.07
H -0.769 -8.078 -2.846  0.07
C -2.483 10.662 -2.911  -0.08
O -3.202 9.426 -2.655  -0.21
C -4.027 9.019 -3.716  -0.24
C -3.930 7.504 -3.808  -0.20
N -2.660 6.830 -4.052  -0.06
C -2.828 5.408 -4.222  -0.22
C -1.619 4.746 -4.837  -0.20
O -1.090 3.742 -3.992  -0.21
C -0.055 2.934 -4.546  -0.11
H -3.080 11.563 -3.056  0.08
H -1.837 10.490 -3.772  0.08
H -1.798 10.767 -2.070  0.08
H -3.916 9.557 -4.657  0.12
H -5.025 9.397 -3.494  0.11
H -4.596 7.204 -4.616  0.12
H -4.169 7.202 -2.789  0.11
H -2.153 6.994 -3.194  0.11
H -3.586 5.189 -4.974  0.12
H -3.192 4.883 -3.339  0.11
H -0.897 5.562 -4.860  0.12
H -1.775 4.332 -5.833  0.12
H 0.830 3.461 -4.902  0.09
H -0.437 2.415 -5.425  0.06
H 0.313 2.294 -3.744  0.07
C 4.422 0.223 -2.578  -0.13
O 3.934 1.265 -1.818  -0.21
C 3.083 2.059 -2.566  -0.20
C 2.577 3.271 -1.650  -0.16
N 2.116 2.849 -0.321  -0.05
C 2.248 4.048 0.553  -0.16
C 1.658 3.776 1.931  -0.19
O 0.531 4.657 2.155  -0.21
C 0.044 4.416 3.493  -0.06
H 5.183 0.525 -3.297  0.09
H 3.668 -0.259 -3.200  0.09
H 4.848 -0.569 -1.963  0.09
H 2.150 1.502 -2.648  0.10
H 3.533 2.462 -3.474  0.13
H 1.823 3.841 -2.192  0.11
H 3.419 3.936 -1.458  0.10
H 2.869 2.204 -0.127  0.08
H 1.954 4.999 0.109  0.14
H 3.299 4.296 0.699  0.11
H 2.479 3.978 2.617  0.12
H 1.395 2.730 2.091  0.11
H -0.504 3.477 3.573  0.07
H -0.818 5.044 3.719  0.10
H 0.845 4.419 4.231  0.09
C 7.463 3.561 -2.692  -0.09
O 7.784 3.599 -1.300  -0.19
C 6.710 3.248 -0.449  -0.22
C 7.144 2.971 1.012  -0.18
N 5.990 2.614 1.836  -0.03
C 5.707 1.200 1.723  -0.20
C 4.367 0.858 2.285  -0.18
O 4.495 0.866 3.693  -0.25
C 3.303 0.910 4.452  -0.04
H 6.868 4.400 -3.050  0.08
H 6.961 2.610 -2.872  0.07
H 8.431 3.646 -3.187  0.09
H 6.196 2.353 -0.799  0.09
H 5.956 4.033 -0.512  0.12
H 7.506 3.934 1.372  0.11
H 8.001 2.300 1.062  0.12
H 5.992 2.772 2.834  0.06
H 6.509 0.705 2.270  0.11
H 5.827 0.882 0.687  0.12
H 4.113 -0.175 2.051  0.12
H 3.589 1.507 1.883  0.11
H 2.880 -0.092 4.388  0.08
H 2.680 1.712 4.055  0.08
H 3.583 1.180 5.470  0.09
C -1.752 -0.162 -4.018  -0.11
O -3.122 -0.396 -3.889  -0.17
C -3.501 -1.141 -2.759  -0.22
C -2.922 -2.557 -2.696  -0.22
N -2.870 -3.206 -3.982  -0.05
C -2.032 -4.339 -3.865  -0.20
C -2.103 -5.068 -5.290  -0.19
O -3.279 -5.832 -5.519  -0.20
C -3.173 -6.678 -6.636  -0.13
H -1.487 0.339 -3.087  0.08
H -1.597 0.551 -4.828  0.07
H -1.112 -1.019 -4.223  0.08
H -4.587 -1.222 -2.801  0.12
H -3.150 -0.640 -1.857  0.11
H -3.487 -3.099 -1.938  0.11
H -1.914 -2.344 -2.339  0.10
H -3.783 -3.636 -4.013  0.12
H -2.508 -5.056 -3.196  0.12
H -0.988 -4.144 -3.619  0.12
H -1.309 -5.812 -5.226  0.10
H -1.984 -4.365 -6.115  0.12
H -2.406 -7.446 -6.534  0.08
H -3.017 -6.110 -7.553  0.09
H -4.114 -7.215 -6.755  0.09
C 3.882 -5.739 2.424  -0.09
O 3.648 -5.267 3.759  -0.18
C 3.328 -3.900 3.886  -0.18
C 3.314 -3.337 5.370  -0.19
N 2.028 -3.640 5.872  -0.05
C 1.973 -3.082 7.224  -0.23
C 0.675 -3.269 7.950  -0.23
O -0.462 -3.086 7.152  -0.17
C -0.809 -1.762 7.003  -0.14
H 4.423 -5.070 1.755  0.05
H 2.911 -5.926 1.965  0.06
H 4.398 -6.694 2.326  0.09
H 2.387 -3.799 3.347  0.11
H 4.028 -3.321 3.284  0.09
H 3.324 -2.248 5.335  0.09
H 4.127 -3.728 5.982  0.13
H 1.342 -3.055 5.417  0.10
H 2.209 -2.019 7.262  0.11
H 2.790 -3.593 7.733  0.12
H 0.609 -2.812 8.937  0.12
H 0.587 -4.314 8.246  0.12
H -1.832 -1.749 6.629  0.08
H -0.183 -1.198 6.312  0.09
H -0.944 -1.283 7.973  0.09